(1)
Below is a cluster of 10 separate species, H20O10 in total in a non-equilibrium geometry, with properties calculated with wB97M-V/def2-TZVPD.

Structure (XYZ):
```
30
H20O10 | OMol25 | wB97M-V/def2-TZVPD
O 9.009 -10.694 18.128
H 9.309 -10.030 18.748
H 8.371 -11.211 18.620
O 13.165 -7.117 16.738
H 12.432 -6.535 16.940
H 12.966 -7.459 15.867
O 10.953 -6.471 23.617
H 11.466 -6.366 22.815
H 10.066 -6.209 23.371
O 13.109 -6.666 21.420
H 13.584 -6.422 22.214
H 13.717 -7.228 20.940
O 7.624 -7.886 18.317
H 8.424 -8.244 18.702
H 7.772 -7.929 17.372
O 13.319 -4.811 19.585
H 14.245 -4.821 19.344
H 13.223 -5.537 20.201
O 10.653 -6.457 19.184
H 10.585 -6.097 20.068
H 10.600 -7.405 19.305
O 9.903 -3.513 20.780
H 8.955 -3.393 20.830
H 10.139 -3.198 19.907
O 10.611 -5.461 16.621
H 10.670 -4.530 16.835
H 10.486 -5.893 17.466
O 9.837 -9.123 20.184
H 10.711 -9.198 20.568
H 9.286 -9.681 20.733
```

The expectation value of S² is 0.75. The value obtained for the energy above the lowest of the compared OMol25 structures with the same formula, charge and spin is 83.3 kJ/mol. As for the spin multiplicity: 2. The calculation puts the HOMO-LUMO gap (alpha / beta) at 2.86 / 10.59 eV. As for the charge: -1.

(2)
Below is a cluster of 10 separate species, H20O10 in total in a non-equilibrium geometry, with properties calculated with wB97M-V/def2-TZVPD.

Structure (XYZ):
```
30
H20O10 | OMol25 | wB97M-V/def2-TZVPD
O 2.984 -0.429 0.367
H 3.440 -0.214 1.175
H 2.096 -0.196 0.328
O -0.848 -3.328 -0.007
H -0.755 -2.578 0.618
H 0.026 -3.718 -0.094
O 0.338 -1.606 2.046
H 0.068 -1.854 2.913
H 1.101 -2.164 1.876
O 0.022 1.869 -4.213
H 0.580 2.042 -4.963
H 0.367 1.093 -3.766
O 0.413 0.388 -0.084
H 0.447 0.253 -1.045
H -0.405 -0.025 0.188
O -1.442 2.152 -1.073
H -0.617 1.954 -0.583
H -2.198 2.080 -0.465
O 1.771 0.664 3.026
H 2.064 1.351 2.390
H 1.149 0.153 2.517
O 0.252 -0.367 -2.778
H -0.474 -0.963 -2.720
H 0.918 -0.732 -3.365
O -1.569 1.418 2.112
H -2.140 1.947 2.648
H -0.951 2.042 1.850
O -1.912 -0.701 0.367
H -2.072 -0.003 0.971
H -2.651 -0.521 -0.229
```

The SMILES is O.O.O.O.O.O.O.O.O.O. The value obtained for the energy above the lowest of the compared OMol25 structures with the same formula, charge and spin is 279.1 kJ/mol. The calculation puts the HOMO-LUMO gap at 10.85 eV. As for the charge: 0.

(3)
Below is a cluster of 10 separate species, H20O10 in total in a non-equilibrium geometry, with properties calculated with wB97M-V/def2-TZVPD.

Structure (XYZ):
```
30
H20O10 | OMol25 | wB97M-V/def2-TZVPD
O -1.907 0.626 -2.157
H -1.186 0.154 -2.538
H -2.530 0.646 -2.940
O 0.745 -0.738 -2.831
H 1.410 -1.240 -3.354
H 0.586 -1.203 -2.037
O 1.345 -1.350 3.106
H 0.759 -0.868 2.620
H 2.135 -0.882 3.355
O -0.813 1.527 0.141
H -1.407 1.379 0.876
H -1.262 1.337 -0.677
O -3.427 -0.707 -0.317
H -2.809 -0.392 -0.972
H -4.172 -0.954 -0.816
O 1.525 1.686 -1.008
H 1.437 0.776 -1.277
H 0.713 1.877 -0.544
O -0.185 -1.058 -0.097
H -0.459 -0.178 0.196
H -0.896 -1.589 0.265
O 3.103 -1.761 -0.066
H 2.606 -1.035 0.320
H 2.459 -2.366 -0.470
O -1.675 1.077 2.592
H -2.338 0.935 3.288
H -1.705 2.007 2.549
O 2.529 0.703 1.265
H 2.003 1.047 0.541
H 3.414 0.546 0.990
```

The SMILES is O.O.O.O.O.O.O.O.O.O. The value obtained for the energy above the lowest of the compared OMol25 structures with the same formula, charge and spin is 256.7 kJ/mol. The calculation puts the HOMO-LUMO gap at 10.44 eV. As for the charge: 0.

(4)
Below is a cluster of 10 separate species, H20O10 in total in a non-equilibrium geometry, with properties calculated with wB97M-V/def2-TZVPD.

Structure (XYZ):
```
30
H20O10 | OMol25 | wB97M-V/def2-TZVPD
O 0.505 0.599 0.087
H 0.200 -0.312 0.012
H -0.016 0.962 0.812
O -0.750 -2.240 -2.176
H -0.240 -2.116 -2.985
H -0.116 -2.616 -1.554
O 1.486 -1.039 1.239
H 1.866 -1.243 2.101
H 2.246 -0.793 0.699
O -1.161 -1.131 1.791
H -1.727 -0.371 1.614
H -0.762 -1.330 0.936
O 0.669 -2.123 4.377
H 0.630 -1.224 4.030
H 0.080 -2.622 3.800
O 4.452 -2.415 -0.291
H 4.420 -1.747 0.404
H 4.668 -3.229 0.177
O -3.606 2.772 -1.133
H -3.296 3.403 -1.792
H -2.817 2.559 -0.622
O -3.015 -2.585 -2.334
H -2.738 -2.930 -1.477
H -2.863 -3.318 -2.942
O 1.241 3.526 -0.796
H 1.957 3.948 -0.307
H 1.643 2.728 -1.158
O -1.072 5.287 -1.046
H -0.276 5.107 -0.533
H -1.608 4.494 -0.933
```

The SMILES is O.O.O.O.O.O.O.O.O.O. The value obtained for the energy above the lowest of the compared OMol25 structures with the same formula, charge and spin is 472.1 kJ/mol. The calculation puts the HOMO-LUMO gap at 10.10 eV. As for the charge: 0.

(5)
Below is a structure of composition H20O10 in a non-equilibrium geometry, with properties calculated with wB97M-V/def2-TZVPD.

Structure (XYZ):
```
30
H20O10 | OMol25 | wB97M-V/def2-TZVPD
O -1.819 -0.970 1.206
H -1.116 -1.509 1.569
H -2.547 -1.081 1.816
O -0.305 -0.294 -2.382
H -0.372 0.282 -1.621
H 0.238 -1.024 -2.083
O -1.360 1.326 1.174
H -1.398 0.531 1.706
H -1.764 2.000 1.721
O -0.075 0.376 -0.431
H 0.767 0.035 -0.132
H -0.635 0.350 0.345
O -2.649 1.145 -0.381
H -3.123 0.352 -0.131
H -1.903 1.178 0.218
O 1.665 -2.048 -1.028
H 1.925 -1.153 -1.249
H 2.492 -2.519 -0.922
O -2.189 -1.173 -0.900
H -1.715 -0.854 -0.132
H -3.088 -1.295 -0.594
O 2.572 0.254 -1.895
H 2.214 0.886 -1.272
H 3.402 -0.022 -1.507
O 2.296 1.952 0.263
H 1.581 1.404 0.585
H 2.922 1.980 0.987
O 1.233 0.207 1.401
H 1.561 -0.689 1.328
H 1.192 0.372 2.343
```

The value obtained for the energy above the lowest of the compared OMol25 structures with the same formula, charge and spin is 1202.9 kJ/mol. The calculation puts the HOMO-LUMO gap at 6.54 eV. As for the charge: 0.

(6)
Below is a cluster of 10 separate species, H20O10 in total in a non-equilibrium geometry, with properties calculated with wB97M-V/def2-TZVPD.

Structure (XYZ):
```
30
H20O10 | OMol25 | wB97M-V/def2-TZVPD
O 2.591 -2.768 -0.341
H 3.160 -2.128 -0.689
H 1.823 -2.716 -0.911
O 0.695 0.282 -0.496
H -0.128 0.741 -0.305
H 0.866 -0.700 -0.322
O -1.858 1.569 -0.667
H -2.411 1.069 -0.076
H -2.458 2.122 -1.195
O -2.960 -0.751 -2.100
H -3.529 -0.835 -1.244
H -2.298 -0.047 -1.903
O 0.542 1.476 -3.082
H -0.073 0.903 -3.572
H 0.596 0.991 -2.255
O 2.174 -2.945 2.247
H 2.727 -2.415 2.731
H 2.347 -2.760 1.271
O -2.059 0.276 1.998
H -2.918 -0.122 2.137
H -1.312 -0.473 1.754
O 3.062 0.953 0.814
H 2.665 0.753 -0.046
H 3.437 1.752 0.625
O -0.426 -1.711 1.709
H 0.374 -2.276 1.887
H -1.249 -2.235 1.755
O -0.854 4.077 -0.064
H -1.087 3.176 -0.060
H -1.431 4.746 0.392
```

The SMILES is O.O.O.O.O.O.O.O.O.O. The value obtained for the energy above the lowest of the compared OMol25 structures with the same formula, charge and spin is 365.5 kJ/mol. The calculation puts the HOMO-LUMO gap at 10.73 eV. As for the charge: 0.

(7)
Below is a cluster of 10 separate species, H20O10 in total, with properties calculated with wB97M-V/def2-TZVPD.

Structure (XYZ):
```
30
H20O10 | OMol25 | wB97M-V/def2-TZVPD
O 30.631 7.642 -1.770
H 30.430 6.710 -1.903
H 29.783 8.049 -1.573
O 31.656 13.860 -2.614
H 31.281 13.545 -3.453
H 30.903 14.117 -2.077
O 29.286 8.225 -4.839
H 29.342 9.168 -4.648
H 29.210 8.171 -5.796
O 30.035 13.087 -4.828
H 29.425 12.476 -4.400
H 29.529 13.893 -4.976
O 29.314 11.599 0.898
H 30.018 11.021 0.581
H 29.658 11.991 1.705
O 33.470 7.904 -2.160
H 33.849 7.036 -2.328
H 32.560 7.737 -1.868
O 34.212 8.978 0.336
H 35.168 9.080 0.346
H 34.000 8.712 -0.578
O 28.689 10.698 -3.444
H 28.319 9.891 -3.067
H 28.189 11.405 -3.019
O 31.206 10.565 -1.608
H 30.638 10.701 -2.376
H 31.451 9.633 -1.641
O 33.596 11.790 -0.135
H 32.771 11.599 -0.599
H 33.827 10.957 0.303
```

The SMILES is O.O.O.O.O.O.O.O.O.O. The value obtained for the energy above the lowest of the compared OMol25 structures with the same formula, charge and spin is 252.9 kJ/mol. The calculation puts the HOMO-LUMO gap at 9.45 eV. As for the charge: 0.

(8)
Below is a cluster of 10 separate species, H20O10 in total in a non-equilibrium geometry, with properties calculated with wB97M-V/def2-TZVPD.

Structure (XYZ):
```
30
H20O10 | OMol25 | wB97M-V/def2-TZVPD
O 40.902 33.571 39.834
H 40.337 34.107 40.357
H 40.917 32.704 40.083
O 41.097 31.111 40.773
H 41.552 31.529 41.491
H 41.790 30.676 40.330
O 38.644 30.023 42.327
H 39.143 30.248 41.590
H 37.996 30.752 42.225
O 44.494 31.390 42.669
H 44.775 32.143 42.151
H 43.520 31.738 42.690
O 40.325 34.533 42.113
H 41.040 34.113 41.926
H 40.492 35.340 42.460
O 42.543 33.896 41.421
H 43.479 33.812 41.394
H 42.394 34.220 40.532
O 42.247 31.779 43.379
H 42.010 30.900 43.275
H 42.015 32.065 44.353
O 42.192 27.827 39.990
H 42.903 27.607 39.400
H 42.711 28.553 40.486
O 39.229 32.389 44.367
H 38.950 33.136 44.768
H 40.039 32.559 43.859
O 42.770 30.689 38.538
H 42.335 30.922 37.729
H 43.670 31.192 38.534
```

The SMILES is O.O.O.O.O.O.O.O.O.O. The value obtained for the energy above the lowest of the compared OMol25 structures with the same formula, charge and spin is 541.6 kJ/mol. The calculation puts the HOMO-LUMO gap at 10.55 eV. As for the charge: 0.

(9)
Below is a structure of composition H20O10Xe, with properties calculated with wB97M-V/def2-TZVPD.

Structure (XYZ):
```
31
H20O10Xe | OMol25 | wB97M-V/def2-TZVPD
Xe -0.234 -0.519 -0.237
O 1.638 -3.067 1.446
H 2.325 -2.577 0.994
H 1.001 -2.402 1.707
O -3.244 2.036 0.926
H -3.229 2.957 0.663
H -2.632 1.987 1.660
O -0.942 -1.420 3.288
H -1.834 -1.614 3.001
H -0.965 -1.536 4.238
O 0.568 2.745 -1.394
H -0.301 3.040 -1.664
H 0.474 2.538 -0.464
O 0.499 2.497 1.450
H -0.010 1.870 1.963
H -0.020 3.302 1.472
O -0.222 -4.607 -2.699
H 0.260 -4.764 -1.887
H -0.467 -3.682 -2.657
O 1.517 -1.234 -3.566
H 1.711 -1.111 -4.495
H 0.637 -1.609 -3.552
O 2.587 1.611 -2.986
H 1.925 2.016 -2.425
H 2.296 0.705 -3.085
O -3.780 -0.623 0.077
H -3.569 0.285 0.297
H -3.117 -0.874 -0.567
O 2.763 1.328 2.793
H 2.265 1.574 3.572
H 2.098 1.149 2.129
```

The value obtained for the energy above the lowest of the compared OMol25 structures with the same formula, charge and spin is 129.6 kJ/mol. The calculation puts the HOMO-LUMO gap at 9.58 eV. As for the charge: 0.

(10)
Below is a cluster of 7 separate species, H21N7 in total in a non-equilibrium geometry, with properties calculated with wB97M-V/def2-TZVPD.

Structure (XYZ):
```
28
H21N7 | OMol25 | wB97M-V/def2-TZVPD
N -1.566 -2.999 0.141
H -1.130 -3.822 0.514
H -2.285 -2.793 0.735
H -0.840 -2.219 0.082
N -1.209 0.424 -4.835
H -0.782 1.382 -5.003
H -1.778 0.161 -5.578
H -0.564 -0.270 -4.652
N -3.573 -2.706 -2.408
H -4.478 -2.649 -1.815
H -2.932 -1.929 -2.548
H -3.001 -3.504 -2.344
N 5.856 1.456 0.695
H 6.468 2.037 0.296
H 6.238 0.664 1.319
H 4.885 1.423 0.519
N -3.886 0.434 1.049
H -3.665 -0.317 1.776
H -4.291 0.011 0.287
H -2.980 0.912 0.953
N 3.248 3.138 4.290
H 4.236 3.041 4.364
H 2.886 2.335 3.740
H 2.836 3.089 5.139
N 0.472 0.667 0.773
H 1.115 0.076 0.263
H 0.326 0.389 1.682
H 0.394 1.572 0.565
```

The SMILES is N.N.N.N.N.N.N. The calculation puts the HOMO-LUMO gap at 9.19 eV. As for the charge: 0.

(11)
Below is a structure of composition H21O10 in a non-equilibrium geometry, with properties calculated with wB97M-V/def2-TZVPD.

Structure (XYZ):
```
31
H21O10 | OMol25 | wB97M-V/def2-TZVPD
O -0.274 -1.876 1.293
H -0.026 -2.800 1.414
H 1.384 1.248 0.628
O 1.959 -1.740 -1.059
H 2.628 -1.867 -0.367
H 2.123 -2.616 -1.452
O -1.193 -2.603 -1.388
H -0.894 -3.515 -1.287
H -0.388 -2.136 -1.656
O 0.203 0.019 -3.638
H 0.887 -0.566 -3.964
H -0.702 -0.298 -3.684
O -0.783 0.631 3.151
H -1.749 0.272 3.023
H -0.753 1.061 2.034
O -2.663 -0.713 1.862
H -2.140 -1.136 1.175
H -3.379 -1.322 2.071
O -0.798 0.893 -1.179
H -0.297 1.117 -2.012
H -1.662 1.274 -1.395
O -0.569 1.843 1.041
H -1.268 2.506 1.004
H 0.281 -1.655 0.535
O 1.908 0.590 1.139
H -0.173 -0.145 3.077
O 2.004 3.856 -0.968
H 1.845 3.988 -0.027
H -0.505 1.238 0.108
H 2.354 1.302 1.629
H 2.642 3.151 -1.107
```

The value obtained for the energy above the lowest of the compared OMol25 structures with the same formula, charge and spin is 140.3 kJ/mol. The calculation puts the HOMO-LUMO gap at 11.35 eV. As for the charge: +1.

(12)
Below is a cluster of 11 separate species, H21O11 in total in a non-equilibrium geometry, with properties calculated with wB97M-V/def2-TZVPD.

Structure (XYZ):
```
32
H21O11 | OMol25 | wB97M-V/def2-TZVPD
O 0.436 -0.044 -0.014
H -0.029 -0.642 0.533
O -2.102 0.691 -1.094
H -2.421 0.324 -1.954
H -1.206 0.449 -0.806
O 1.565 0.546 -2.232
H 1.142 0.119 -1.434
H 1.143 0.202 -3.010
O 3.512 -0.173 0.339
H 2.641 -0.058 -0.023
H 3.348 -0.708 1.088
O 0.572 2.502 -0.032
H 0.513 1.524 0.149
H -0.353 2.738 0.145
O -0.300 2.407 -2.686
H 0.290 1.997 -2.020
H -0.914 1.765 -2.951
O -2.332 -1.912 -0.470
H -3.238 -2.151 -0.714
H -2.412 -0.990 -0.317
O 0.987 -2.300 -1.554
H 1.638 -2.690 -0.995
H 0.508 -1.638 -1.053
O -0.587 -1.824 2.176
H 0.214 -1.442 1.882
H -0.418 -2.529 2.790
O 1.285 0.813 2.384
H 1.056 0.481 1.472
H 1.133 1.754 2.513
O -2.087 0.553 2.368
H -2.006 0.487 3.328
H -1.579 -0.250 2.190
```

The value obtained for the energy above the lowest of the compared OMol25 structures with the same formula, charge and spin is 192.3 kJ/mol. The calculation puts the HOMO-LUMO gap at 9.13 eV. As for the charge: -1.

Number 1: E_tot -764.368549 Ha. Number 2: E_tot -764.375614 Ha. Number 3: E_tot -764.384147 Ha. Number 4: E_tot -764.302092 Ha. Number 5: E_tot -764.023766 Ha. Number 6: E_tot -764.342719 Ha. Number 7: E_tot -764.385608 Ha. Number 8: E_tot -764.275646 Ha. Number 9: E_tot -1093.719494 Ha. Number 10: E_tot -395.787398 Ha. Number 11: E_tot -764.730400 Ha. Number 12: E_tot -840.271105 Ha.